1.
Formula: C30H46MoN5O3Si4Te
Source: the Open Molecules 2025 dataset
Level of theory: wB97M-V/def2-TZVPD

Values from the calculation:
Charge: +3
Lowest unoccupied orbital energy, eV: -8.137
Orbital gap, eV: 5.2130
HOMO energy, eV: -13.35
ΔE to the lowest compared entry with this formula, charge and spin, eV: 0.000

Geometry as XYZ:
```
90
Properties=species:S:1:pos:R:3:forces:R:3
Mo -0.74565 -4.53756 -0.66734 0.0 0.0 0.0
O -3.10662 -1.66109 0.98030 0.0 0.0 0.0
C -2.21642 -2.28849 0.48375 0.0 0.0 0.1
N -2.18741 -3.67883 0.29700 0.0 0.0 0.0
C -3.18909 -4.53858 0.84436 0.0 0.0 0.0
C -4.46775 -4.19674 1.26279 0.0 0.0 0.0
C -5.28888 -5.20650 1.74726 0.0 0.0 0.0
C -4.84919 -6.52208 1.81484 0.0 0.0 0.0
C -3.57329 -6.87113 1.39314 0.0 0.0 0.0
C -2.75307 -5.86567 0.90233 0.0 0.0 0.0
N -1.42745 -5.99669 0.40864 0.0 0.0 -0.1
C -0.58077 -7.04399 0.79372 0.0 0.0 0.0
O -0.91500 -8.12665 1.17854 0.0 0.0 0.0
C 0.85584 -6.62522 0.67641 0.0 0.0 0.0
C 1.87686 -7.44430 1.09547 0.0 0.0 0.0
C 3.17596 -6.95157 1.05019 0.0 0.0 0.0
C 3.38965 -5.66045 0.59303 0.0 0.0 0.0
C 2.30961 -4.90492 0.17651 0.0 0.0 0.0
N 1.05537 -5.37799 0.20123 0.0 0.0 0.0
C -0.96107 -1.63294 -0.01450 0.0 0.0 0.0
C -0.78454 -0.27099 0.08567 0.0 0.0 0.0
C 0.38317 0.28505 -0.42056 -0.1 -0.1 0.0
C 1.30775 -0.54884 -1.03115 0.0 0.0 0.0
C 1.06058 -1.90834 -1.08292 0.0 0.0 0.0
N -0.04974 -2.45348 -0.56441 0.0 -0.1 0.0
H -4.81255 -3.17675 1.22378 0.0 0.0 0.0
H -6.28581 -4.95626 2.08291 0.0 0.0 0.0
H -5.50543 -7.28928 2.20218 0.0 0.0 0.0
H -3.22798 -7.89150 1.44347 0.0 0.0 0.0
H 1.63709 -8.43327 1.46150 0.0 0.0 0.0
H 4.00605 -7.56190 1.38002 0.0 0.0 0.0
H 4.38170 -5.23372 0.55902 0.0 0.0 0.0
H 2.44486 -3.89416 -0.17306 0.0 0.0 0.0
H -1.55981 0.31817 0.55580 0.0 0.0 0.0
H 0.55636 1.34975 -0.34769 0.0 0.0 0.0
H 2.21851 -0.16135 -1.46494 0.0 0.0 0.0
H 1.75358 -2.57771 -1.57397 0.0 0.0 0.0
C -3.23816 -7.07919 -4.59790 0.0 0.0 0.0
N -2.83671 -6.21345 -3.47563 0.0 0.0 0.0
C -3.87307 -5.95360 -2.46963 0.0 0.0 0.0
C -1.64636 -5.73155 -3.42435 -0.1 0.0 0.0
O -1.20704 -4.95560 -2.48473 0.1 0.0 -0.1
H -4.07819 -6.61662 -5.11167 0.0 0.0 0.0
H -3.54072 -8.04578 -4.20067 0.0 0.0 0.0
H -2.40798 -7.20613 -5.28682 0.0 0.0 0.0
H -4.71995 -5.48303 -2.96617 0.0 0.0 0.0
H -3.49951 -5.30717 -1.68345 0.0 0.0 0.0
H -4.18824 -6.90461 -2.04320 0.0 0.0 0.0
H -0.95769 -5.97161 -4.22998 0.0 0.0 0.0
C -1.52644 11.53750 -1.05752 0.0 0.0 0.0
Si 0.00368 12.35519 -1.74858 0.0 0.0 0.0
C 0.04920 12.32151 -3.61087 0.0 0.0 0.0
C 0.31209 14.04843 -1.03571 0.0 0.0 0.0
Si 1.72916 10.91155 -0.97352 0.0 0.0 0.0
Te 1.77283 8.71091 -2.03792 0.0 0.1 0.0
Si 3.62589 10.01340 -3.25740 0.0 0.0 0.0
C 5.19522 9.04822 -3.05987 0.0 0.0 0.0
C 3.06629 10.20535 -5.01295 0.0 0.0 0.0
C 3.84913 11.72123 -2.46568 0.0 0.0 0.0
Si 2.97024 11.12974 1.03798 0.0 0.0 0.0
C 3.40107 12.92637 1.27453 0.0 0.0 0.0
C 1.71995 10.51808 2.28738 0.0 0.0 0.0
C 4.46162 10.01650 0.93698 0.0 0.0 0.0
H -2.40643 12.10337 -1.37407 0.0 0.0 0.0
H -1.52824 11.51664 0.03366 0.0 0.0 0.0
H -1.64022 10.51690 -1.42693 0.0 0.0 0.0
H -0.80282 12.88555 -3.99874 0.0 0.0 0.0
H -0.02446 11.30195 -3.99322 0.0 0.0 0.0
H 0.95274 12.78538 -4.01110 0.0 0.0 0.0
H -0.44468 14.74374 -1.40727 0.0 0.0 0.0
H 1.28786 14.44737 -1.31946 0.0 0.0 0.0
H 0.24697 14.04462 0.05365 0.0 0.0 0.0
H 5.09760 8.05603 -3.50252 0.0 0.0 0.0
H 5.46287 8.92919 -2.00958 0.0 0.0 0.0
H 6.01314 9.56585 -3.56846 0.0 0.0 0.0
H 2.82887 9.23763 -5.45622 0.0 0.0 0.0
H 3.86575 10.66203 -5.60306 0.0 0.0 0.0
H 2.18172 10.83807 -5.08737 0.0 0.0 0.0
H 4.41417 11.70762 -1.53366 0.0 0.0 0.0
H 2.96363 12.36680 -2.35990 0.0 0.0 0.0
H 4.46116 12.27205 -3.19072 0.0 0.0 0.0
H 2.50889 13.55069 1.34184 0.0 0.0 0.0
H 4.02898 13.31441 0.47077 0.0 0.0 0.0
H 3.95686 13.04357 2.20823 0.0 0.0 0.0
H 0.77903 11.07008 2.24472 0.0 0.0 0.0
H 2.12775 10.65349 3.29246 0.0 0.0 0.0
H 1.50516 9.45601 2.15752 0.0 0.0 0.0
H 5.22815 10.40970 0.26704 0.0 0.0 0.0
H 4.18781 9.01382 0.60391 0.0 0.0 0.0
H 4.91264 9.93016 1.92868 0.0 0.0 0.0
```
Forces are in eV/Å.

2.
Formula: C30H46O2RhSSe
Source: the Open Molecules 2025 dataset
Level of theory: wB97M-V/def2-TZVPD

Values from the calculation:
Multiplicity: 5
Charge: +1
Lowest unoccupied orbital energy (alpha / beta), eV: -1.961 / -5.446
Orbital gap (alpha / beta), eV: 8.8505 / 4.6023
HOMO energy (alpha / beta), eV: -10.81 / -10.05

Geometry as XYZ:
```
81
Properties=species:S:1:pos:R:3:forces:R:3
Rh -2.05817 0.11243 1.67618 0.2 -0.3 0.2
C -1.03883 -0.69799 -5.47760 0.0 0.0 0.1
C -0.40185 -1.92269 -4.79765 0.1 0.0 -0.1
C -0.90197 -3.18299 -5.51052 0.0 0.1 0.1
C 1.12979 -1.85930 -4.93469 -0.1 0.0 0.1
C -0.75786 -1.90702 -3.32074 -0.1 -0.2 -0.1
C -0.53220 -0.74255 -2.56193 0.1 0.1 0.2
C -0.92749 -0.68285 -1.25953 0.2 0.4 0.2
Se -0.90546 1.05112 -0.36891 0.0 0.2 -0.2
C 0.71541 1.38419 0.65503 -0.3 -0.3 -0.1
C 1.68994 2.15362 0.08859 -0.1 -0.1 -0.1
C 2.74386 2.65269 0.87329 0.1 0.0 0.1
C 2.75707 2.31963 2.22669 0.0 0.1 -0.1
C 1.79498 1.54823 2.86014 -0.3 -0.3 0.0
C 0.73438 1.00611 2.04259 0.6 0.1 -0.1
O -0.13563 0.18634 2.49740 -0.3 0.2 0.3
C 1.88362 1.43945 4.38894 0.1 0.0 0.1
C 1.63668 2.85649 4.94656 0.0 -0.1 0.0
C 3.29990 0.99095 4.78881 0.0 0.0 0.0
C 0.89638 0.49518 5.08455 0.0 0.0 -0.2
C 3.78466 3.56360 0.24026 0.1 0.0 -0.1
C 4.61345 2.73680 -0.75862 -0.1 0.0 0.1
C 3.07135 4.71134 -0.49467 0.0 -0.1 0.1
C 4.73618 4.17123 1.27484 -0.1 -0.1 -0.1
C -1.58172 -1.78210 -0.59962 0.1 -0.2 0.0
O -1.93927 -1.68446 0.61697 -0.1 -0.4 -0.3
C -1.78514 -2.99631 -1.36726 0.0 0.0 0.2
C -1.34552 -2.99814 -2.68039 0.0 0.1 0.0
C -2.53736 -4.24397 -0.88518 -0.1 -0.1 -0.1
C -3.88514 -4.25943 -1.63889 0.1 0.0 0.0
C -2.84402 -4.35625 0.61387 0.1 0.2 0.0
C -1.74063 -5.50155 -1.27256 0.0 0.0 0.0
H -0.87492 -0.75057 -6.55396 0.0 0.0 0.0
H -0.61154 0.23891 -5.11974 0.0 0.0 0.0
H -2.11521 -0.67393 -5.29654 0.0 0.0 0.0
H -0.68855 -3.09671 -6.57566 0.0 0.0 0.0
H -1.97980 -3.31178 -5.39650 0.0 0.0 0.0
H -0.39481 -4.07767 -5.14554 0.0 0.0 0.0
H 1.40154 -1.84953 -5.99077 0.0 0.0 0.0
H 1.58603 -2.73325 -4.46714 0.0 0.0 0.0
H 1.53972 -0.96587 -4.46109 0.0 0.0 0.0
H -0.04924 0.11750 -3.00688 -0.1 0.0 -0.1
H 1.63956 2.37412 -0.96952 0.0 0.1 0.0
H 3.56191 2.70254 2.83594 -0.1 0.1 0.0
H 2.38334 3.56618 4.58866 0.0 0.0 0.0
H 1.68523 2.82763 6.03611 0.0 0.0 0.0
H 0.64903 3.21962 4.65416 0.0 0.0 0.0
H 4.06658 1.69030 4.45518 0.0 -0.1 0.0
H 3.52588 0.00550 4.37898 0.0 0.0 0.0
H 3.35980 0.93251 5.87594 0.0 0.0 0.0
H -0.13380 0.83188 4.97897 0.0 0.0 -0.1
H 1.13097 0.48260 6.15071 0.0 0.0 0.0
H 0.96966 -0.52313 4.71237 0.0 -0.1 0.0
H 3.98528 2.29515 -1.53380 0.0 0.0 0.0
H 5.13244 1.92966 -0.23931 0.0 0.0 0.0
H 5.35692 3.37651 -1.23604 0.0 0.0 0.0
H 2.49560 4.35702 -1.34972 0.0 0.0 0.0
H 3.81022 5.42425 -0.86157 0.0 0.0 0.0
H 2.39271 5.23733 0.17957 0.0 0.0 0.0
H 5.35049 3.40505 1.75063 0.0 0.0 0.1
H 4.19637 4.72555 2.04466 0.0 0.0 0.0
H 5.40816 4.86759 0.77335 0.0 0.0 0.0
H -1.49272 -3.90184 -3.25113 -0.1 0.1 0.0
H -4.45373 -3.35085 -1.43040 0.0 0.0 0.0
H -4.47248 -5.11822 -1.31063 0.0 0.0 0.0
H -3.73849 -4.33540 -2.71700 0.0 0.0 0.0
H -3.57110 -3.61588 0.93733 0.0 0.1 0.0
H -1.94896 -4.25493 1.22407 0.0 0.0 0.0
H -3.27098 -5.34297 0.80233 0.0 0.0 0.0
H -1.59444 -5.59054 -2.34896 0.0 -0.1 0.1
H -2.29198 -6.38317 -0.94562 0.0 0.0 0.0
H -0.76338 -5.50804 -0.78749 0.0 0.0 0.0
C -5.38959 0.65846 1.88273 0.1 0.0 0.1
S -3.89645 1.24911 2.72149 -0.3 0.4 -0.1
C -3.78246 2.92907 2.05261 -0.1 -0.1 0.1
H -6.24193 1.23473 2.23633 0.0 0.0 0.0
H -5.51511 -0.38432 2.16488 0.0 0.0 0.0
H -5.28723 0.74339 0.80376 0.0 0.0 0.0
H -3.74938 2.90923 0.96607 0.0 0.0 0.0
H -2.86017 3.35736 2.43927 0.0 0.0 0.0
H -4.62840 3.51803 2.40297 0.0 0.0 0.0
```
Forces are in eV/Å.

What are the E values for these records? In order: -86091.3218, -115133.9874 eV.